Formula: H28HfNO17
Source: OMol25
Level of theory: the ωB97M-V functional and the def2-TZVPD basis

Results
Multiplicity: 1
Charge: +3
E_LUMO, eV: -14.8
E_tot, eV: -38024.0863

Cartesian coordinates (Å):
Hf (-1.25560, -1.99160, -2.44013)
N (-0.01660, 0.03640, 0.06387)
O (1.23440, 0.13440, -0.04213)
O (-0.63960, -0.59360, -0.78713)
O (-0.66460, 0.84340, 0.78487)
O (1.16640, 1.49540, -2.73613)
H (1.48940, 1.87140, -1.94513)
H (1.60340, 1.74240, -3.54913)
O (2.79540, 2.60540, -0.57313)
H (2.98340, 3.49740, -0.99613)
H (2.38540, 2.65440, 0.30587)
O (-3.36760, 0.35740, -0.59813)
H (-2.83860, 1.10840, -0.27313)
H (-4.11160, 0.83940, -0.87613)
O (0.27940, -3.00160, -1.40813)
H (0.20440, -3.72660, -0.85013)
H (1.18540, -2.87560, -1.61813)
O (0.59340, -1.15160, -3.03913)
H (1.09840, -0.29760, -3.00313)
H (1.13240, -1.65260, -3.66313)
O (2.13340, -0.64860, 2.70087)
H (1.25440, -0.48960, 3.02887)
H (2.52440, -1.13360, 3.38387)
O (1.27640, -2.93060, 1.52587)
H (1.55740, -2.10660, 1.84387)
H (2.02340, -3.30060, 1.03087)
O (1.96040, 2.43140, 2.06387)
H (1.38240, 1.90640, 1.52387)
H (2.77140, 1.88540, 2.05387)
O (-2.19260, -2.57860, -0.56713)
H (-1.93060, -3.23860, 0.09487)
H (-3.11860, -2.40160, -0.31413)
O (-1.90460, -0.07360, -2.99813)
H (-2.59760, -0.02460, -3.72213)
H (-1.89860, 0.86240, -2.68213)
O (-2.68460, 2.88840, 0.54487)
H (-3.41560, 3.10540, 1.18287)
H (-1.92260, 3.23440, 1.05487)
O (3.81240, -0.63660, -0.43013)
H (4.32940, 0.18840, -0.28913)
H (2.93040, -0.51860, -0.02213)
O (-3.26860, 0.48740, 2.33287)
H (-3.05360, 0.64540, 1.42687)
H (-2.67860, 1.09740, 2.80287)
O (-0.64960, -0.52160, 3.17687)
H (-0.97660, -0.17560, 3.98487)
H (-0.92060, 0.15140, 2.51087)

Formula: H28K3O18P
Source: OMol25
Level of theory: the ωB97M-V functional and the def2-TZVPD basis

Results
Multiplicity: 1
Energy relative to the best compared isomer or geometry (same formula, charge and spin), kcal per mole: 27.0
E_LUMO, eV: -1.1
E_tot, eV: -95583.9026

Cartesian coordinates (Å):
K (0.61596, -2.67163, -1.73245)
K (-0.55224, 3.88651, 0.62149)
K (1.45707, -0.24567, 2.82481)
P (0.17019, 0.16566, -0.10322)
O (-0.68947, 1.23159, 0.63665)
O (-0.29064, 0.00889, -1.59706)
O (-0.17237, -1.15003, 0.72347)
O (1.66967, 0.48378, 0.02441)
O (-2.60008, -0.31983, 1.85419)
H (-2.30952, -1.02641, 2.43087)
H (-1.80784, -0.04626, 1.39186)
O (1.82137, 2.59104, 1.51165)
H (2.71367, 2.76892, 1.80896)
H (1.92919, 1.98783, 0.77630)
O (-0.84267, -2.04898, 3.19957)
H (-0.36302, -1.70586, 2.44562)
H (-0.18424, -2.52325, 3.70728)
O (3.32429, -1.33915, -0.42477)
H (3.44378, -1.49794, 0.51157)
H (2.66591, -0.64572, -0.46850)
O (1.28568, 2.93795, -1.56941)
H (0.96529, 2.12651, -1.17551)
H (1.20971, 2.79321, -2.51255)
O (1.76613, -0.36877, -3.14158)
H (1.90322, 0.41080, -3.67983)
H (1.08079, -0.11585, -2.52305)
O (-1.37623, -1.58019, -3.66367)
H (-2.13584, -2.08497, -3.37312)
H (-1.14090, -1.04357, -2.90678)
O (-0.94014, 1.63946, 3.09698)
H (-0.81589, 1.53916, 2.15319)
H (-1.80333, 1.26223, 3.26682)
O (-3.06346, 1.91758, -0.00938)
H (-2.17673, 1.59068, 0.14252)
H (-3.60088, 1.46441, 0.64028)
O (-1.61266, -3.36084, 0.40993)
H (-1.63831, -3.81119, 1.25418)
H (-1.19660, -2.51981, 0.59911)
O (-2.77474, -1.02543, -1.33548)
H (-2.72535, -1.76684, -0.73207)
H (-1.98385, -0.51695, -1.15613)
O (1.69097, -3.14816, 1.49323)
H (1.78211, -2.98942, 2.43277)
H (1.08491, -2.47079, 1.19308)
O (4.11547, 1.77123, -0.53222)
H (3.38821, 1.15824, -0.42468)
H (3.71889, 2.54691, -0.92880)
O (-1.61440, 2.06132, -2.74428)
H (-1.20473, 1.28468, -2.36319)
H (-2.18619, 2.39478, -2.05283)

Formula: H28O14
Source: OMol25
Level of theory: the ωB97M-V functional and the def2-TZVPD basis

Results
Multiplicity: 1
Energy relative to the best compared isomer or geometry (same formula, charge and spin), kcal per mole: 180.3
E_LUMO, eV: -0.4
E_tot, eV: -29113.8338

Cartesian coordinates (Å):
H (-0.06972, 0.17484, 0.36951)
H (-0.19040, -1.29960, 1.01363)
H (4.10694, -3.16927, 1.27356)
H (2.83810, -2.65724, 0.82507)
H (-3.43469, -1.89683, -0.61765)
H (-2.02959, -2.62713, -0.54920)
H (-0.89516, 4.34527, -1.29894)
H (-0.26459, 4.10764, 0.07701)
H (-3.58181, 2.66590, -0.66699)
H (-2.84310, 3.35812, -1.87337)
H (-2.55064, 0.42615, -1.86217)
H (-3.16444, 0.61598, -0.47064)
H (-2.74149, 0.37805, 2.28410)
H (-2.16852, -0.28749, 3.56810)
H (1.81402, 0.94187, -1.84798)
H (1.57615, -0.18932, -2.73983)
H (2.54587, -4.37411, 3.17237)
H (1.23381, -4.08840, 2.32326)
H (3.26939, -1.36886, -0.45605)
H (2.71470, -0.31238, -1.40998)
H (2.90675, 2.54109, 1.52078)
H (3.15454, 1.10382, 1.89435)
H (-0.07084, 1.36733, 2.15078)
H (0.65563, 0.20988, 2.51477)
H (-1.58427, -1.40867, -2.40594)
H (-0.01534, -1.43031, -2.24167)
H (-0.47120, 2.08022, -2.41801)
H (-0.85999, 1.84618, -1.03714)
O (0.29264, -0.71553, 0.35672)
O (3.69169, -3.02880, 0.46127)
O (-2.96247, -2.72681, -0.34554)
O (-1.07497, 4.13212, -0.45182)
O (-3.21735, 2.52743, -1.60716)
O (-2.36221, 0.26347, -0.89922)
O (-2.85431, 0.26290, 3.24045)
O (1.55756, 0.73940, -2.77910)
O (1.81723, -4.80304, 2.75459)
O (3.18984, -0.41063, -0.57614)
O (2.59322, 1.68785, 1.27116)
O (0.52359, 0.73200, 1.75332)
O (-0.89453, -1.17098, -1.81497)
O (-0.28494, 2.37903, -1.50002)

What did the second record say?
Formula: H28K3O18P
Source: OMol25
Level of theory: the ωB97M-V functional and the def2-TZVPD basis

Results
Multiplicity: 1
Energy relative to the best compared isomer or geometry (same formula, charge and spin), kcal per mole: 27.0
E_LUMO, eV: -1.1
E_tot, eV: -95583.9026

Cartesian coordinates (Å):
K (0.61596, -2.67163, -1.73245)
K (-0.55224, 3.88651, 0.62149)
K (1.45707, -0.24567, 2.82481)
P (0.17019, 0.16566, -0.10322)
O (-0.68947, 1.23159, 0.63665)
O (-0.29064, 0.00889, -1.59706)
O (-0.17237, -1.15003, 0.72347)
O (1.66967, 0.48378, 0.02441)
O (-2.60008, -0.31983, 1.85419)
H (-2.30952, -1.02641, 2.43087)
H (-1.80784, -0.04626, 1.39186)
O (1.82137, 2.59104, 1.51165)
H (2.71367, 2.76892, 1.80896)
H (1.92919, 1.98783, 0.77630)
O (-0.84267, -2.04898, 3.19957)
H (-0.36302, -1.70586, 2.44562)
H (-0.18424, -2.52325, 3.70728)
O (3.32429, -1.33915, -0.42477)
H (3.44378, -1.49794, 0.51157)
H (2.66591, -0.64572, -0.46850)
O (1.28568, 2.93795, -1.56941)
H (0.96529, 2.12651, -1.17551)
H (1.20971, 2.79321, -2.51255)
O (1.76613, -0.36877, -3.14158)
H (1.90322, 0.41080, -3.67983)
H (1.08079, -0.11585, -2.52305)
O (-1.37623, -1.58019, -3.66367)
H (-2.13584, -2.08497, -3.37312)
H (-1.14090, -1.04357, -2.90678)
O (-0.94014, 1.63946, 3.09698)
H (-0.81589, 1.53916, 2.15319)
H (-1.80333, 1.26223, 3.26682)
O (-3.06346, 1.91758, -0.00938)
H (-2.17673, 1.59068, 0.14252)
H (-3.60088, 1.46441, 0.64028)
O (-1.61266, -3.36084, 0.40993)
H (-1.63831, -3.81119, 1.25418)
H (-1.19660, -2.51981, 0.59911)
O (-2.77474, -1.02543, -1.33548)
H (-2.72535, -1.76684, -0.73207)
H (-1.98385, -0.51695, -1.15613)
O (1.69097, -3.14816, 1.49323)
H (1.78211, -2.98942, 2.43277)
H (1.08491, -2.47079, 1.19308)
O (4.11547, 1.77123, -0.53222)
H (3.38821, 1.15824, -0.42468)
H (3.71889, 2.54691, -0.92880)
O (-1.61440, 2.06132, -2.74428)
H (-1.20473, 1.28468, -2.36319)
H (-2.18619, 2.39478, -2.05283)

Q: The highest E_tot belongs to which entry?
A: H28O14